C31H75AlN7O9S | ωB97M-V with the def2-TZVPD basis set

Each line ends with the Mulliken charge.
Cartesian coordinates (Å):
O1 -2.286860 5.782734 -5.955353  -0.53
C1 -1.111657 5.323269 -5.272886  -0.43
C2 -1.176589 5.694060 -3.803235  -0.57
C3 0.099259 5.321379 -3.053561  -0.79
C4 0.305085 3.822524 -2.893806  0.59
C5 1.676520 3.473210 -2.208727  -0.42
O2 1.524860 2.531356 -1.182367  -0.20
Al1 -0.003055 1.713446 -1.632490  -0.09
C6 -0.896445 0.557511 -0.279848  -0.80
C7 -0.384146 -0.898378 -0.268422  -0.40
C8 -1.174166 -1.893327 -1.113823  -0.59
C9 -0.936219 -1.737846 -2.619047  -0.44
S1 0.605478 -2.557378 -3.137456  -0.35
C10 1.486918 -1.275693 -3.928326  0.43
N1 1.497867 -0.965166 -5.176819  -0.34
N2 2.350878 0.130971 -5.304376  -0.68
C11 2.777913 0.382119 -4.120460  0.28
O3 2.305245 -0.474155 -3.192426  0.07
O4 -0.747857 3.265620 -2.124239  -0.66
H1 -2.619459 5.067128 -6.501566  0.33
H2 -0.232122 5.800086 -5.726424  0.19
H3 -0.991078 4.243048 -5.393243  0.34
H4 -1.327769 6.778529 -3.746106  0.33
H5 -2.037392 5.213278 -3.332588  0.19
H6 0.968344 5.730378 -3.593816  0.28
H7 0.104753 5.770186 -2.054893  0.37
H8 0.306878 3.324180 -3.878298  0.07
H9 2.190278 4.380484 -1.847475  0.47
H10 2.324513 3.052740 -2.999577  -0.09
H11 0.343911 0.954592 -3.033764  -0.04
H12 -0.684287 0.992486 0.708391  0.21
H13 -1.990224 0.576625 -0.390331  0.41
H14 0.650523 -0.927091 -0.640350  0.18
H15 -0.331641 -1.278123 0.759212  0.19
H16 -0.845902 -2.903701 -0.834568  0.31
H17 -2.248551 -1.852596 -0.906672  0.30
H18 -1.739543 -2.196972 -3.198692  0.56
H19 -0.866221 -0.687457 -2.911280  -0.07
H20 3.446177 1.176099 -3.820399  0.28
C12 7.318408 3.920425 -1.359643  -1.65
C13 6.045232 3.117782 -1.114281  0.54
C14 5.822791 1.964507 -2.098902  -0.80
O5 5.368852 2.340580 -3.385125  -0.20
C15 6.361655 2.766101 -4.291296  -0.86
N3 4.908641 4.034197 -1.048341  -0.61
H21 7.197552 4.605376 -2.200614  0.30
H22 7.546023 4.519986 -0.478574  0.39
H23 8.170927 3.268961 -1.565716  0.36
H24 6.137681 2.646254 -0.129482  0.33
H25 5.030239 1.328876 -1.694391  0.27
H26 6.732225 1.352551 -2.189308  0.53
H27 7.293903 2.208482 -4.147188  0.37
H28 6.572827 3.835100 -4.199135  0.24
H29 5.987131 2.573921 -5.296177  0.26
H30 4.076789 3.506216 -0.785160  0.20
H31 4.703199 4.354376 -1.991406  0.36
C16 5.101167 3.217134 3.741042  -1.32
C17 5.005793 4.738985 3.689754  0.35
C18 3.599903 5.280364 3.986838  -0.75
O6 2.684802 5.160905 2.922943  -0.36
C19 2.060511 3.899323 2.760765  -0.44
N4 5.518179 5.192116 2.399136  -0.54
H32 4.670887 2.765277 2.846991  0.19
H33 6.146528 2.912103 3.790208  0.34
H34 4.582781 2.812703 4.612796  0.38
H35 5.659913 5.139616 4.472927  0.37
H36 3.681938 6.355919 4.168889  0.34
H37 3.194702 4.819297 4.900082  0.39
H38 1.876198 3.425327 3.731623  0.33
H39 2.649804 3.223427 2.137461  0.08
H40 1.110037 4.070439 2.259322  0.22
H41 5.569019 6.205189 2.370217  0.26
H42 4.835169 4.942254 1.686735  0.19
C20 -3.209937 -2.434278 4.740720  -1.58
C21 -3.112374 -1.360701 3.662063  0.53
C22 -4.047110 -1.596241 2.470655  -0.80
O7 -3.618388 -2.604921 1.579948  -0.24
C23 -3.942317 -3.931255 1.927852  -0.74
N5 -1.715242 -1.208516 3.259821  -0.73
H43 -2.686042 -3.344318 4.445236  0.20
H44 -2.745230 -2.080632 5.661788  0.41
H45 -4.249853 -2.690405 4.958230  0.36
H46 -3.426184 -0.410275 4.107657  0.42
H47 -4.068397 -0.680200 1.875457  0.35
H48 -5.074073 -1.799844 2.807125  0.42
H49 -4.917678 -3.985161 2.424972  0.30
H50 -3.189595 -4.385898 2.578500  0.27
H51 -3.985404 -4.506240 1.003016  0.25
H52 -1.617947 -0.414584 2.632069  0.25
H53 -1.457805 -2.012042 2.693366  0.37
C24 -6.098699 -3.469472 10.338544  -1.44
C25 -6.004355 -2.387889 9.267482  0.38
C26 -6.949779 -2.603722 8.079273  -0.73
O8 -6.540234 -3.605375 7.169487  -0.31
C27 -6.871002 -4.931077 7.525312  -0.71
N6 -4.606682 -2.245676 8.857049  -0.72
H54 -5.585078 -4.379978 10.028023  0.27
H55 -5.622366 -3.125702 11.255987  0.36
H56 -7.137434 -3.719697 10.563116  0.35
H57 -6.307549 -1.440161 9.725115  0.39
H58 -6.978792 -1.680806 7.494847  0.35
H59 -7.971752 -2.806878 8.428899  0.40
H60 -7.837007 -4.973259 8.039995  0.32
H61 -6.111813 -5.390806 8.163448  0.25
H62 -6.939027 -5.506650 6.602896  0.24
H63 -4.521287 -1.449127 8.232684  0.28
H64 -4.370864 -3.048656 8.279496  0.31
C28 -1.431303 -4.897522 -7.292083  -1.65
C29 -0.534494 -4.909011 -6.058017  0.74
C30 0.553680 -5.985328 -6.087602  -0.66
O9 0.102136 -7.307098 -5.835304  -0.40
C31 -0.446226 -7.981428 -6.944794  -0.65
N7 -1.370400 -4.978144 -4.859975  -0.62
H65 -2.164427 -5.705497 -7.261554  0.30
H66 -1.982394 -3.958942 -7.336203  0.39
H67 -0.848083 -4.995658 -8.210089  0.35
H68 -0.007279 -3.950288 -6.019691  0.23
H69 1.267968 -5.767280 -5.290672  0.27
H70 1.099288 -5.956404 -7.040976  0.45
H71 0.069511 -7.705833 -7.871431  0.30
H72 -1.514220 -7.781184 -7.067877  0.22
H73 -0.314347 -9.050451 -6.775273  0.26
H74 -0.773630 -4.854128 -4.047057  0.21
H75 -1.744108 -5.919586 -4.774411  0.29

Cartesian forces (eV/Å) of the 2 atoms listed first:
O -0.008 -0.061 -0.009
C 0.094 -0.018 0.041

## Properties
- E_HOMO: -5.4 eV
- Total charge: -1
- LUMO level: 1.93 eV